The following is a DFT calculation (the ωB97M-V functional and the def2-TZVPD basis) of C23H51KN4NbOP as an isolated structure in a non-equilibrium geometry.

Total energy   -59840.445 eV
Charge   +2
LUMO energy   -6.47 eV
E_HOMO   -0.54071 hartree
Energy above the lowest of the compared OMol25 structures with the same formula, charge and spin   0.000 eV
HOMO-LUMO gap   0.30279 Eh

Each line ends with the Löwdin charge.
Positions of all 82 atoms, in Å:
N  -1.046  1.518  1.264  -0.102
C  -1.387  1.864  2.394  -0.408
O  -1.720  2.302  3.433  0.183
K  -0.943  2.639  -1.658  0.836
Nb  0.059  0.114  0.236  1.670
N  1.555  1.198  -0.723  -0.283
N  -1.162  -0.009  -1.401  -0.326
C  2.528  1.732  0.247  -0.679
C  -2.593  -0.205  -1.814  -0.647
C  2.271  3.231  0.431  -0.031
C  3.972  1.515  -0.231  -0.030
C  2.310  0.997  1.550  -0.102
C  -2.710  0.215  -3.288  -0.034
C  -3.031  -1.670  -1.682  -0.032
C  -3.490  0.665  -0.942  -0.055
H  2.386  3.776  -0.517  0.083
H  2.984  3.645  1.162  0.108
H  1.253  3.415  0.812  0.079
H  4.147  0.460  -0.482  0.097
H  4.676  1.792  0.571  0.106
H  4.217  2.127  -1.108  0.090
H  1.215  0.961  1.830  0.024
H  2.819  1.506  2.383  0.127
H  2.723  -0.020  1.486  0.068
H  -2.303  1.223  -3.481  0.060
H  -3.768  0.232  -3.581  0.110
H  -2.185  -0.490  -3.947  0.097
H  -2.472  -2.337  -2.352  0.084
H  -4.098  -1.768  -1.948  0.111
H  -2.913  -2.033  -0.654  0.068
H  -3.228  0.621  0.121  0.066
H  -4.527  0.313  -1.041  0.107
H  -3.503  1.722  -1.254  0.069
C  -0.188  -0.918  -2.063  -0.186
H  0.764  -1.025  -1.463  0.053
H  -0.564  -1.946  -2.238  0.091
H  0.125  -0.509  -3.037  0.090
C  1.802  1.635  -2.120  -0.157
H  2.783  1.285  -2.470  0.096
H  1.080  1.196  -2.831  0.050
H  1.786  2.744  -2.219  0.082
C  1.372  -5.361  1.755  -0.059
C  1.348  -3.921  1.212  -0.600
C  2.770  -3.338  1.194  -0.081
C  0.850  -3.976  -0.244  -0.082
P  0.276  -2.775  2.251  1.041
N  0.182  -1.403  1.322  -0.375
C  -1.460  -3.454  2.497  -0.601
C  -1.504  -4.536  3.600  -0.062
C  -2.418  -2.302  2.854  -0.078
C  -1.971  -4.090  1.199  -0.086
C  1.025  -2.404  3.948  -0.591
C  2.188  -1.412  3.846  -0.088
C  -0.010  -1.754  4.887  -0.074
C  1.572  -3.692  4.599  -0.067
H  2.050  -5.940  1.106  0.109
H  0.387  -5.845  1.706  0.075
H  1.763  -5.432  2.775  0.069
H  3.354  -3.877  0.433  0.103
H  2.770  -2.279  0.902  0.062
H  3.298  -3.458  2.148  0.078
H  -0.048  -4.588  -0.372  0.073
H  0.656  -2.982  -0.661  0.031
H  1.641  -4.436  -0.856  0.105
H  -1.284  -4.143  4.598  0.068
H  -2.531  -4.932  3.634  0.110
H  -0.834  -5.380  3.386  0.077
H  -2.354  -1.482  2.127  0.058
H  -3.445  -2.699  2.838  0.104
H  -2.248  -1.894  3.853  0.064
H  -1.877  -3.411  0.345  0.051
H  -1.488  -5.046  0.965  0.078
H  -3.044  -4.307  1.321  0.107
H  1.849  -0.412  3.568  0.056
H  2.646  -1.317  4.844  0.111
H  2.981  -1.721  3.158  0.065
H  -0.822  -2.431  5.169  0.066
H  0.511  -1.484  5.820  0.108
H  -0.421  -0.829  4.461  0.085
H  0.832  -4.498  4.656  0.071
H  2.480  -4.061  4.102  0.079
H  1.855  -3.451  5.636  0.108